# 1
The following is a DFT calculation (the ωB97M-V functional and the def2-TZVPD basis) of a structure of composition C41H47ClMoN9P.

ORCA input file:
```
! RIJCOSX wB97M-V def2-TZVPD def2/J DEFGRID3
* xyz 4 3
Mo -0.1213 -0.2969 0.3384
C 3.3196 3.9342 2.0379
C 2.0512 4.4647 2.2687
C 0.9281 3.8118 1.7982
C 1.0890 2.6123 1.0951
C 2.3549 2.0843 0.8487
C 3.4708 2.7491 1.3261
N -0.0477 1.9177 0.5981
N -1.1012 2.5731 0.4858
C -2.1990 1.8244 0.0624
C -3.3864 2.4683 -0.2058
C -4.4769 1.7100 -0.6227
C -4.3339 0.3366 -0.7421
C -3.1088 -0.2405 -0.4603
N -2.0449 0.4746 -0.0614
H 4.1937 4.4550 2.4061
H 1.9446 5.3909 2.8171
H -0.0594 4.2125 1.9782
H 2.4805 1.2257 0.1996
H 4.4601 2.3657 1.1165
H -3.4410 3.5417 -0.0870
H -5.4210 2.1907 -0.8452
H -5.1548 -0.2905 -1.0612
H -2.9679 -1.3090 -0.5518
C 2.3004 -4.3053 2.1406
N 1.1530 -4.4126 1.2411
C 0.6487 -5.7695 0.9291
C -0.3590 -5.5317 -0.1994
N -0.3933 -4.0655 -0.2906
C -1.0991 -3.4210 -1.3689
C 0.5116 -3.5007 0.5162
N 0.6697 -2.1537 0.5112
C 1.6369 -1.4826 1.3989
C 1.0082 -1.0359 2.7282
N -0.2249 -0.3234 2.3195
C -1.0851 0.0737 3.3364
N -2.3616 -0.2910 3.3883
C -2.9823 -1.4113 2.7034
C -3.0019 0.2753 4.5948
C -1.8445 0.9936 5.3034
N -0.7239 0.8263 4.3569
C 0.5424 1.5175 4.5772
H 2.5286 -5.3092 2.4893
H 2.0830 -3.7040 3.0231
H 3.1873 -3.9382 1.6252
H 0.1932 -6.1981 1.8208
H 1.4796 -6.4021 0.6221
H -1.3495 -5.9199 0.0315
H -0.0331 -5.9510 -1.1522
H -0.9795 -4.0028 -2.2848
H -2.1668 -3.3411 -1.1518
H -0.6686 -2.4340 -1.5584
H 1.9706 -0.5439 0.8726
H 2.5854 -1.9950 1.4932
H 1.7205 -0.3868 3.2401
H 0.7509 -1.8690 3.3894
H -3.3277 -2.1361 3.4416
H -3.8427 -1.0754 2.1262
H -2.2604 -1.9002 2.0507
H -3.4232 -0.5317 5.1923
H -3.8064 0.9504 4.3065
H -1.5832 0.5476 6.2627
H -2.0358 2.0547 5.4529
H 0.3289 2.4626 5.0726
H 1.0289 1.7291 3.6279
H 1.1965 0.9325 5.2238
Cl 3.3811 -0.9473 -1.2063
C 2.5354 -1.5993 -2.5898
C 3.1440 -2.6466 -3.2552
C 2.5643 -3.1411 -4.4156
C 1.3999 -2.5701 -4.9046
C 0.8016 -1.5172 -4.2274
C 1.3493 -1.0144 -3.0403
P 0.5946 0.4255 -2.2202
C 1.7147 1.8260 -2.4807
C 2.8671 1.6638 -3.2527
C 3.6747 2.7560 -3.5333
C 3.3391 4.0158 -3.0589
C 2.1816 4.1894 -2.3083
C 1.3751 3.1028 -2.0204
C -0.9146 0.7915 -3.1605
C -1.0514 1.9942 -3.8557
C -2.1769 2.2242 -4.6386
C -3.1627 1.2564 -4.7522
C -3.0300 0.0505 -4.0725
C -1.9210 -0.1740 -3.2746
H 4.0791 -3.0474 -2.8882
H 3.0451 -3.9506 -4.9484
H 0.9652 -2.9246 -5.8292
H -0.0804 -1.0662 -4.6535
H 3.1408 0.6979 -3.6531
H 4.5628 2.6220 -4.1357
H 3.9678 4.8656 -3.2884
H 1.9010 5.1758 -1.9641
H 0.4512 3.2738 -1.4789
H -0.2758 2.7444 -3.8250
H -2.2640 3.1535 -5.1850
H -4.0209 1.4278 -5.3880
H -3.7807 -0.7211 -4.1876
H -1.8123 -1.1390 -2.7937
*
```

Results
Lowest unoccupied orbital energy (spin up / spin down) ... -13.2187 / -12.8719 eV
Molecular weight ... 828.26 g mol⁻¹
Frontier orbital gap (spin up / spin down) ... 0.1887 / 0.2009 hartree
Energy ... -2951.7283 a.u.



# 2
The following is a DFT calculation (the ωB97M-V functional and the def2-TZVPD basis) of a structure of composition C41H47CsF6GeN4O3P2Sb.

ORCA input file:
```
! RIJCOSX wB97M-V def2-TZVPD def2/J DEFGRID3
* xyz -2 2
Cs 1.4976 -0.1777 0.3262
C -0.8444 -0.0581 -2.2240
C -2.2972 0.3901 -2.1849
P -2.9887 0.2972 -0.4646
C -2.5402 -1.4159 -0.0523
C -2.0046 -1.6794 1.1526
C -1.5257 -3.0083 1.5316
C -1.7870 -4.1494 0.5236
C -2.5588 -3.7852 -0.6723
C -2.8436 -2.5133 -0.9762
C -4.7720 0.0761 -0.8726
C -5.3707 0.7181 -1.9565
C -6.7335 0.5974 -2.1940
C -7.5249 -0.1685 -1.3517
C -6.9412 -0.8113 -0.2671
C -5.5821 -0.6859 -0.0294
P 0.0877 0.1688 -3.8035
C -1.1925 -0.4676 -4.9635
C -2.2496 0.2718 -5.4937
C -3.2129 -0.3349 -6.2850
C -3.1440 -1.6961 -6.5523
C -2.0985 -2.4442 -6.0305
C -1.1275 -1.8301 -5.2519
C -0.0069 1.9832 -4.0300
C 0.0419 2.8482 -2.9355
C 0.1238 4.2210 -3.1268
C 0.1587 4.7528 -4.4065
C 0.1250 3.9008 -5.5019
C 0.0521 2.5303 -5.3135
H -0.7625 -1.1249 -1.9910
H -0.2520 0.4202 -1.4441
H -2.8964 -0.2192 -2.8661
H -2.3801 1.4289 -2.5174
H -1.9088 -0.8842 1.8849
H -1.5304 -3.2272 2.5876
H -1.9822 -5.1339 0.9342
H -2.9154 -4.5849 -1.3134
H -3.3978 -2.2888 -1.8815
H -4.7712 1.3189 -2.6296
H -7.1752 1.1021 -3.0450
H -8.5870 -0.2669 -1.5392
H -7.5472 -1.4169 0.3958
H -5.1325 -1.1983 0.8137
H -2.3245 1.3300 -5.2765
H -4.0293 0.2550 -6.6837
H -3.9025 -2.1701 -7.1629
H -2.0341 -3.5061 -6.2323
H -0.3057 -2.4150 -4.8533
H 0.0401 2.4720 -1.9185
H 0.1731 4.8715 -2.2632
H 0.2274 5.8239 -4.5498
H 0.1684 4.3025 -6.5072
H 0.0467 1.8741 -6.1767
C 6.2743 2.9968 4.8409
O 5.3342 4.0561 4.7422
C 4.3469 3.8637 3.8296
C 3.4156 4.9346 3.6978
C 2.4008 4.8137 2.7897
C 2.2204 3.6581 1.9979
C 1.0990 3.5013 1.1055
C 0.2561 4.7274 0.7615
O 0.7732 2.4230 0.5985
C 3.1922 2.5827 2.0977
O 3.1306 1.5646 1.3900
C 4.2420 2.7308 3.0793
H 7.0210 3.3227 5.5629
H 6.7458 2.7909 3.8775
H 5.7988 2.0764 5.1897
H 3.5395 5.8142 4.3146
H 1.6930 5.6308 2.6998
H -0.2470 5.1182 1.6485
H -0.5017 4.4293 0.0394
H 0.8747 5.5281 0.3517
H 4.9552 1.9177 3.1247
N 1.2039 2.1739 4.8470
C 1.0477 0.8413 4.6237
N 2.1140 0.1612 4.2292
N -0.1423 0.3332 4.9028
C -0.2973 -0.9657 4.8359
N -0.5270 -2.1041 4.8006
H 1.9425 2.6491 4.3456
H 0.3384 2.6784 4.9171
H 2.9736 0.5989 3.9108
H 2.0913 -0.8028 3.9286
C 1.3789 -6.1265 0.3369
Ge 0.9021 -4.7475 1.6504
C 2.4636 -3.8343 2.3287
C -0.0512 -5.6072 3.1362
C -0.3968 -3.6008 0.7293
H 2.0157 -6.8912 0.7846
H 1.9206 -5.6774 -0.4953
H 0.4775 -6.6070 -0.0486
H 3.1590 -4.5847 2.7104
H 2.1646 -3.1950 3.1631
H 2.9665 -3.2118 1.5831
H 0.5824 -6.3875 3.5605
H -0.9874 -6.0698 2.8246
H -0.2561 -4.8645 3.9081
H -0.0418 -2.9785 -0.0845
F 3.4319 -1.6315 0.8208
Sb 5.2769 -0.4357 1.2033
F 6.0941 1.3453 0.7259
F 4.2260 -0.6824 3.0953
F 6.7020 -0.2219 2.6188
F 6.2967 -2.0436 0.7979
F 4.8041 -0.2835 -0.7889
*
```

Results
Lowest unoccupied orbital energy (spin up / spin down) ... 3.3008 / 3.3007 eV
Molecular weight ... 1147.06 g mol⁻¹
Frontier orbital gap (spin up / spin down) ... 0.1567 / 0.2231 hartree
Energy ... -5654.6850 a.u.
ΔE to the lowest compared entry with this formula, charge and spin ... 0.284 eV



# 3
The following is a DFT calculation (the ωB97M-V functional and the def2-TZVPD basis) of a cluster of 5 separate species, C41H48Cl2F4N9O13S in total.

ORCA input file:
```
! RIJCOSX wB97M-V def2-TZVPD def2/J DEFGRID3
* xyz 1 1
C 1.1137 1.2538 -5.4607
C -0.4068 1.4018 -5.2385
C -0.6291 2.5545 -4.2906
O -1.9774 2.6328 -3.7610
N -2.0929 2.1960 -2.4569
C -2.4136 0.8488 -2.2707
Cl -4.1299 0.5224 -2.3854
C -1.5865 -0.1902 -2.1116
C -2.0097 -1.6054 -1.9453
Cl 0.1216 0.0607 -2.0864
C -2.0394 3.1682 -1.5291
N -1.8105 4.4216 -1.8888
C -1.8661 5.1336 -0.7539
C -1.6160 6.5961 -0.8212
C -0.2930 6.8277 -1.5582
C 0.8960 6.2245 -0.8126
C 2.1484 6.2658 -1.6900
S 3.3984 5.1577 -1.0796
O 3.2415 3.8809 -1.6969
O 4.6753 5.7838 -1.2182
O 3.0494 5.0407 0.4628
N -2.1369 4.3569 0.2922
C -2.3132 4.8711 1.6455
C -1.0564 4.7596 2.5776
O -0.0057 4.0114 2.0240
C -1.4140 4.1833 3.9527
N -0.2665 3.4970 4.5540
N -2.2156 3.0514 -0.1714
C -2.4289 1.9079 0.6882
F -3.4969 1.1947 0.2932
F -2.7304 2.3468 1.9294
C -1.1503 0.9810 0.8272
F -0.8880 0.7992 2.1386
F -0.1006 1.6334 0.2880
H 1.3596 0.2735 -5.8452
H 1.4652 2.0198 -6.1461
H 1.6422 1.4411 -4.5294
H -0.8340 1.6260 -6.2088
H -0.7893 0.4646 -4.8486
H 0.0775 2.5861 -3.4667
H -0.4920 3.4814 -4.8445
H -2.2470 -1.7213 -0.8865
H -1.1566 -2.2435 -2.1417
H -2.8705 -1.8561 -2.5461
H -1.5938 7.0863 0.1445
H -2.3931 7.0380 -1.4388
H -0.1306 7.8885 -1.7265
H -0.3387 6.3542 -2.5342
H 1.0556 6.7533 0.1215
H 0.6723 5.1655 -0.6634
H 2.5833 7.2583 -1.6935
H 1.9132 5.9225 -2.6897
H 3.8933 4.9382 0.9271
H -3.1187 4.3907 2.1800
H -2.5889 5.9147 1.6505
H -0.6918 5.7760 2.7464
H 0.2948 4.3833 1.1934
H -2.2563 3.4911 3.9024
H -1.6576 5.0202 4.5998
H -0.1030 2.6224 4.0722
H -0.5495 3.2427 5.4928
H -1.3145 -0.0077 0.4008
C 0.9569 -6.7099 1.3060
C -0.1229 -6.9303 0.4591
C -1.1043 -5.9659 0.3150
C -0.9837 -4.7839 1.0233
C 0.0795 -4.5463 1.8776
C 1.0538 -5.5209 2.0173
N -2.0067 -3.7505 0.8491
O -2.9357 -3.9876 0.1071
O -1.8633 -2.6932 1.4417
H 1.7228 -7.4632 1.4069
H -0.1968 -7.8567 -0.0937
H -1.9434 -6.1343 -0.3432
H 0.1526 -3.6190 2.4259
H 1.8937 -5.3535 2.6782
C 6.9193 -4.9764 -0.2719
C 5.5341 -4.9142 -0.1851
C 4.8435 -5.8575 0.5578
C 5.5562 -6.8478 1.2092
C 6.9341 -6.9256 1.1356
C 7.6168 -5.9816 0.3853
N 4.8237 -7.8356 2.0138
O 3.6073 -7.7664 2.0038
O 5.4618 -8.6572 2.6259
H 7.4571 -4.2364 -0.8493
H 4.9922 -4.1280 -0.6928
H 3.7660 -5.8077 0.6271
H 7.4722 -7.7075 1.6505
H 8.6945 -6.0280 0.3166
C -5.8042 5.2697 3.1329
C -5.3265 4.1406 3.7816
C -5.4831 4.0132 5.1523
C -6.1219 5.0237 5.8449
C -6.5992 6.1576 5.2139
C -6.4358 6.2807 3.8429
N -6.3073 4.8821 7.2998
O -5.8564 3.8870 7.8240
O -6.8955 5.7690 7.8758
H -5.6850 5.3611 2.0595
H -4.8355 3.3574 3.2185
H -5.1152 3.1383 5.6676
H -7.0917 6.9357 5.7776
H -6.8029 7.1598 3.3323
C 4.2122 -9.4713 -3.3788
C 3.0766 -9.6196 -4.1651
C 2.1104 -8.6265 -4.1869
C 2.3034 -7.4938 -3.4187
C 3.4241 -7.3321 -2.6278
C 4.3836 -8.3295 -2.6069
N 1.2950 -6.4233 -3.4462
O 0.3080 -6.5931 -4.1276
O 1.5085 -5.4290 -2.7797
H 4.9654 -10.2477 -3.3682
H 2.9442 -10.5097 -4.7637
H 1.2257 -8.7383 -4.7957
H 3.5542 -6.4418 -2.0313
H 5.2661 -8.2146 -1.9914
*
```

Results
Lowest unoccupied orbital energy ... -2.7416 eV
Molecular weight ... 1053.85 g mol⁻¹
Frontier orbital gap ... 0.3256 hartree
Energy ... -4779.3926 a.u.



# 4
The following is a DFT calculation (the ωB97M-V functional and the def2-TZVPD basis) of a structure of composition C41H48N4O4S2Sb2ScSe4.

ORCA input file:
```
! RIJCOSX wB97M-V def2-TZVPD def2/J DEFGRID3
* xyz -1 1
Sc 0.1623 -0.9522 -0.3443
O -0.4462 0.3996 1.3223
C -1.8216 0.3907 1.7700
C -2.4781 -0.7727 0.9480
O -3.4451 -1.3438 1.4152
O -1.9026 -1.0108 -0.1777
C -2.5152 1.7116 1.4618
C -3.7620 1.7629 0.8517
C -4.3663 2.9876 0.6060
C -3.7328 4.1679 0.9668
C -2.4952 4.1172 1.5914
C -1.9002 2.8933 1.8487
C -1.8714 0.1078 3.2628
C -0.7162 -0.1816 3.9774
C -0.7852 -0.4262 5.3456
C -2.0022 -0.3872 6.0049
C -3.1581 -0.0908 5.2917
C -3.0924 0.1624 3.9314
H 0.0550 1.1707 1.6178
H -4.2561 0.8494 0.5482
H -5.3291 3.0175 0.1120
H -4.1975 5.1225 0.7562
H -1.9806 5.0300 1.8622
H -0.9324 2.8792 2.3343
H 0.2451 -0.2261 3.4804
H 0.1227 -0.6494 5.8930
H -2.0525 -0.5811 7.0690
H -4.1147 -0.0544 5.7973
H -3.9903 0.3924 3.3749
Se 0.7196 3.5778 -0.4873
Sb 1.5659 1.1301 -1.6244
Se 1.8980 -1.8054 -1.8003
Se -0.8840 2.2859 -1.5417
Se 2.5526 1.7493 -3.6943
S -0.7291 -2.0903 -7.6176
C -0.9266 -1.7495 -5.8729
C -0.9421 -0.4469 -5.4035
C -1.0655 -0.2421 -4.0368
N -1.1457 -1.2334 -3.1463
C -1.1179 -2.4758 -3.6178
C -1.0193 -2.7892 -4.9653
C -2.3438 -1.6384 -8.2154
C -3.5090 -1.9534 -7.5291
C -4.7215 -1.6031 -8.0980
N -4.8443 -0.9960 -9.2797
C -3.7190 -0.7061 -9.9245
C -2.4515 -0.9942 -9.4381
H -0.8394 0.3932 -6.0761
H -1.0597 0.7687 -3.6503
H -1.1643 -3.2668 -2.8783
H -0.9946 -3.8192 -5.2942
H -3.4759 -2.4486 -6.5683
H -5.6463 -1.8291 -7.5794
H -3.8313 -0.2042 -10.8794
H -1.5679 -0.7138 -9.9955
C -2.1396 -3.4917 3.8617
C -0.6496 -3.6775 3.5929
Sb -0.0374 -3.2941 1.5701
C -1.5839 -4.3699 0.5375
C -1.4913 -5.8882 0.6412
C 1.5215 -4.7749 1.5821
C 2.2751 -4.9099 0.2648
H -2.3797 -3.7210 4.9027
H -2.7425 -4.1508 3.2344
H -2.4693 -2.4731 3.6629
H -0.3398 -4.7065 3.7930
H -0.0468 -3.0272 4.2269
H -1.5558 -4.0333 -0.5003
H -2.5187 -3.9840 0.9484
H -0.5734 -6.2637 0.1868
H -2.3311 -6.3724 0.1374
H -1.5026 -6.2137 1.6845
H 1.0485 -5.7165 1.8694
H 2.1952 -4.4987 2.3965
H 1.5961 -5.1016 -0.5692
H 2.9959 -5.7308 0.3027
H 2.8107 -3.9949 0.0153
C 3.9817 2.7404 4.6207
C 3.0022 3.6367 3.8730
C 2.2134 2.8907 2.7986
N 3.0753 2.4351 1.7215
C 3.4001 1.1822 1.4559
S 2.7762 -0.1577 2.2653
N 4.2955 0.8964 0.4382
C 4.9616 1.6394 -0.5559
O 5.5793 1.0340 -1.3936
C 4.9090 3.1311 -0.5442
C 5.5220 3.8842 0.4524
C 5.4663 5.2670 0.3960
C 4.7821 5.8906 -0.6428
C 4.1697 5.1355 -1.6326
C 4.2423 3.7496 -1.5982
H 4.5474 3.3068 5.3616
H 4.6911 2.2823 3.9313
H 3.4570 1.9309 5.1309
H 3.5374 4.4670 3.4008
H 2.2866 4.0825 4.5686
H 1.4661 3.5436 2.3439
H 1.7180 2.0217 3.2328
H 3.3804 3.1483 1.0749
H 4.3897 -0.0969 0.2823
H 6.0302 3.3874 1.2707
H 5.9485 5.8579 1.1643
H 4.7245 6.9712 -0.6757
H 3.6232 5.6167 -2.4322
H 3.7631 3.1338 -2.3550
*
```

Results
Lowest unoccupied orbital energy ... 2.0630 eV
Molecular weight ... 1329.31 g mol⁻¹
Frontier orbital gap ... 0.2383 hartree
Energy ... -13754.7248 a.u.
ΔE to the lowest compared entry with this formula, charge and spin ... 0.000 eV



- The highest molecular weight belongs to which entry?
  C41H48N4O4S2Sb2ScSe4



- Which of these has the highest molecular weight?
  C41H48N4O4S2Sb2ScSe4



- The lowest molecular weight belongs to which entry?
  C41H47ClMoN9P



- Look up the energy of the third one.
  -4779.3926 a.u.